(1)
The following is a quantum chemistry calculation of a molecular structure, C26H23Cl5NSW in a non-equilibrium geometry, from OMol25.

Positions of all 57 atoms, in Å:
1 W -0.49122 0.43833 0.16055
2 C 1.24228 2.10019 0.49455
3 C 0.28055 2.20153 1.52716
4 C -0.97201 2.51860 0.93898
5 C -0.75178 2.62211 -0.49195
6 C 0.63029 2.37576 -0.74856
7 C 1.33622 2.58671 -2.05528
8 C -1.71309 3.17234 -1.50076
9 C -2.19696 2.92148 1.70462
10 C 0.57287 2.16379 2.99165
11 C 2.71298 2.07060 0.76765
12 H 2.19193 3.25080 -1.91485
13 H 0.67110 3.05582 -2.77786
14 H 1.70410 1.66435 -2.50522
15 H -2.74940 3.02094 -1.21605
16 H -1.56870 2.72856 -2.48556
17 H -1.54846 4.24845 -1.58979
18 H -3.05471 3.05841 1.04761
19 H -2.01835 3.87372 2.20670
20 H -2.46536 2.19280 2.47039
21 H -0.27539 1.79542 3.56446
22 H 0.80536 3.17494 3.33865
23 H 1.42771 1.52774 3.21582
24 H 3.30183 2.01037 -0.14356
25 H 3.00917 1.25614 1.42921
26 H 2.97001 3.00386 1.27355
27 Cl 0.83994 -1.76384 -3.00338
28 C -0.82319 -1.35528 -2.76396
29 C -1.22855 -0.60478 -1.65123
30 C -2.59107 -0.35012 -1.64362
31 Cl -3.08429 0.59969 -0.25173
32 C -3.54280 -0.76439 -2.55137
33 Cl -5.19109 -0.35254 -2.34282
34 C -3.09446 -1.53042 -3.61775
35 Cl -4.21049 -2.10058 -4.77495
36 C -1.72906 -1.82823 -3.72100
37 Cl -1.19804 -2.78527 -5.03980
38 C 2.76232 -0.49830 -0.96260
39 C 2.06327 -1.55067 -0.17179
40 C 2.74335 -2.78658 -0.09124
41 C 2.24261 -3.80647 0.64294
42 C 1.07937 -3.59136 1.40761
43 C 0.56695 -4.59005 2.26714
44 C -0.49810 -4.31751 3.07132
45 C -1.07128 -3.03095 3.05214
46 C -0.60966 -2.06178 2.20212
47 S -1.39047 -0.49280 2.13453
48 C 0.46387 -2.33245 1.33491
49 N 0.90462 -1.32469 0.46330
50 H 3.27076 -0.94750 -1.81310
51 H 3.52468 -0.03810 -0.33638
52 H 2.08082 0.26499 -1.31272
53 H 3.66786 -2.89464 -0.64487
54 H 2.74424 -4.76802 0.68420
55 H 1.04764 -5.56102 2.28199
56 H -0.89527 -5.07484 3.73470
57 H -1.89546 -2.79523 3.71532

As for the LUMO energy (spin up / spin down): -0.1472 / -0.1571 Ha. The net charge is +1. The energy relative to the best compared isomer or geometry (same formula, charge and spin) is 2.0 kcal/mol. The value obtained for the max |F| is 1.41 eV/A. The highest occupied orbital energy (spin up / spin down) comes out at -10.43 / -10.87 eV.


(2)
The following is a quantum chemistry calculation of a molecular structure, C26H23ClN4O5PtS, from OMol25.

Positions of all 61 atoms, in Å:
1 Pt -0.68688 -0.07867 0.67245
2 O -2.85819 -3.98266 -0.13971
3 C -2.36199 -2.95437 0.31290
4 O -1.29027 -2.37122 -0.02631
5 C -3.11967 -2.31532 1.49140
6 C -3.93002 -3.12414 2.28044
7 C -4.56233 -2.62854 3.41366
8 C -4.41049 -1.29969 3.77956
9 C -3.63495 -0.49054 2.97211
10 C -3.01112 -0.98042 1.84693
11 N -3.47510 0.93936 3.32830
12 O -4.00029 1.32304 4.35282
13 O -2.86000 1.64567 2.55704
14 H -4.04250 -4.15808 1.98128
15 H -5.17963 -3.27968 4.01851
16 H -4.88886 -0.88419 4.65376
17 H -2.48435 -0.26828 1.19431
18 S 4.62117 0.41600 -3.14035
19 C 3.29475 0.34085 -1.98813
20 C 2.40891 -0.72650 -2.12688
21 C 1.35811 -0.85129 -1.24401
22 N 1.17249 0.02007 -0.23900
23 C 2.02013 1.04430 -0.09826
24 C 3.08745 1.24362 -0.95052
25 C 5.28083 2.03820 -2.85272
26 C 4.87652 3.10578 -3.63949
27 C 5.42141 4.35626 -3.38025
28 N 6.31261 4.58788 -2.41834
29 C 6.70339 3.54876 -1.68172
30 C 6.22507 2.25900 -1.86019
31 H 2.52424 -1.44913 -2.92437
32 H 0.62384 -1.64817 -1.31597
33 H 1.83670 1.69562 0.74516
34 H 3.73450 2.09522 -0.79848
35 H 4.15405 2.96716 -4.43242
36 H 5.12354 5.21295 -3.97402
37 H 7.43733 3.75550 -0.91091
38 H 6.58089 1.44453 -1.24302
39 Cl -4.42078 0.60782 -0.62858
40 C -3.30301 0.12368 -1.87959
41 C -3.80217 -0.63610 -2.92630
42 C -2.96885 -0.99452 -3.97093
43 C -1.64722 -0.56960 -3.97352
44 C -1.16815 0.17915 -2.91415
45 C -1.97047 0.51987 -1.82460
46 C -1.37109 1.25333 -0.67209
47 H -4.83971 -0.94004 -2.91241
48 H -3.35554 -1.59458 -4.78364
49 H -0.99323 -0.82439 -4.79790
50 H -0.13640 0.51032 -2.91168
51 H -2.07652 1.85071 -0.09600
52 H -0.50529 1.83952 -0.97698
53 C 0.76990 -0.91357 5.10933
54 C 0.50684 -0.95647 3.62402
55 N 0.11267 -2.14980 3.12448
56 O 0.64111 0.04447 2.92748
57 H 1.84341 -1.01212 5.27769
58 H 0.25673 -1.70546 5.65267
59 H 0.45536 0.05582 5.48636
60 H 0.04196 -2.95883 3.71460
61 H -0.07083 -2.27811 2.13612

As for the LUMO energy: -0.0238 Ha. The net charge is 0. The energy relative to the best compared isomer or geometry (same formula, charge and spin) is 32.1 kcal/mol. The value obtained for the max |F| is 0.97 eV/A. The highest occupied orbital energy comes out at -7.61 eV.


(3)
The following is a quantum chemistry calculation of a molecular structure, C26H23MoN4O5S3, from OMol25.

Positions of all 62 atoms, in Å:
1 Mo 0.89188 0.33551 0.69230
2 S 0.46251 2.47747 1.99255
3 C -0.62594 2.59080 0.67900
4 N -0.64793 1.57352 -0.14781
5 C -1.55998 1.75139 -1.18635
6 C -1.85606 0.83962 -2.19893
7 C -2.81875 1.16926 -3.13468
8 C -3.49316 2.39406 -3.07418
9 C -3.21029 3.30291 -2.06996
10 C -2.24173 2.96723 -1.12852
11 S -1.69168 3.88895 0.24178
12 H -1.31193 -0.09588 -2.24017
13 H -3.06132 0.46701 -3.92537
14 H -4.24439 2.63434 -3.81625
15 H -3.73431 4.25010 -2.01345
16 O 2.47015 -0.53000 1.72884
17 H 3.94385 -0.05268 2.14841
18 H 2.19447 -0.79685 2.61543
19 N 1.33762 1.45335 -2.78997
20 C 2.29671 1.35436 -1.80382
21 C 3.09044 0.19869 -1.70769
22 C 4.13743 0.12848 -0.81202
23 C 4.36434 1.18421 0.06079
24 C 3.55318 2.31198 0.02511
25 C 2.52023 2.39667 -0.90143
26 S 5.62117 1.02339 1.28239
27 O 6.69808 0.26736 0.71677
28 O 4.91842 0.15429 2.37175
29 O 5.88754 2.31249 1.84397
30 H 1.37814 0.79179 -3.54393
31 H 1.02923 2.37289 -3.05264
32 H 2.90714 -0.61675 -2.39634
33 H 4.78142 -0.74373 -0.77450
34 H 3.73153 3.10909 0.73404
35 H 1.90887 3.28856 -0.95675
36 O 0.45441 -1.18806 -0.66778
37 N 0.49856 -2.50590 -0.44600
38 C -0.40030 -3.26467 -1.07492
39 C -0.39738 -4.62955 -0.89856
40 C 0.54657 -5.20669 -0.06473
41 C 1.47126 -4.39105 0.55659
42 C 1.43377 -3.02358 0.35130
43 H -1.09716 -2.72691 -1.70000
44 H -1.13819 -5.22521 -1.41301
45 H 0.55933 -6.27800 0.09563
46 H 2.23102 -4.79592 1.21229
47 H 2.11159 -2.29687 0.79490
48 C -0.34280 -0.67326 2.16628
49 C -1.82417 -0.45569 2.04293
50 C -2.57090 0.11606 3.07721
51 C -3.93753 0.31756 2.96271
52 C -4.60103 -0.04618 1.79418
53 C -3.87623 -0.60056 0.74313
54 C -2.51316 -0.79344 0.87183
55 C -6.02885 0.14874 1.67069
56 N -7.16529 0.30415 1.57162
57 H -0.13077 -1.75428 2.13902
58 H -0.01066 -0.31837 3.14246
59 H -2.06001 0.42150 3.98350
60 H -4.49898 0.75563 3.77764
61 H -4.38644 -0.85659 -0.17830
62 H -1.95354 -1.18676 0.03103

As for the LUMO energy (spin up / spin down): -0.0440 / -0.0427 Ha. The net charge is 0. The energy relative to the best compared isomer or geometry (same formula, charge and spin) is 0.0 kcal/mol. The value obtained for the max |F| is 1.00 eV/A. The highest occupied orbital energy (spin up / spin down) comes out at -7.20 / -6.81 eV. The spin multiplicity is 2. As for the expectation value of S²: 0.755.


(4)
The following is a quantum chemistry calculation of a single C26H23N3O4S molecule in a non-equilibrium geometry, from OMol25.

Positions of all 57 atoms, in Å:
1 C 0.36988 -3.14968 -2.27129
2 H 1.42631 -2.99208 -2.05800
3 O -0.32924 -2.50615 -1.23081
4 C -1.69023 -2.65352 -1.18659
5 C -2.46320 -3.14964 -2.22356
6 C -3.84522 -3.17623 -2.11412
7 C -4.45964 -2.70591 -0.97159
8 C -3.69342 -2.23548 0.08219
9 C -2.31025 -2.21495 -0.00340
10 N -1.48073 -1.79880 1.04783
11 S -0.28876 -2.86325 1.55301
12 O -0.55871 -4.16932 1.03408
13 O -0.17120 -2.71461 2.97789
14 C 1.27023 -2.26322 0.88947
15 C 1.54333 -0.91189 0.85138
16 C 2.79911 -0.48717 0.42502
17 C 3.76349 -1.43202 0.07968
18 C 3.47419 -2.78363 0.12461
19 C 2.21685 -3.20352 0.53086
20 H 1.95029 -4.24725 0.58042
21 H 4.22630 -3.50839 -0.14780
22 H 4.74047 -1.08222 -0.21853
23 C 3.20013 0.95284 0.37627
24 O 4.33945 1.30055 0.60289
25 N 2.19043 1.80617 0.03362
26 C 2.26542 3.18376 -0.15036
27 N 1.19525 3.69146 -0.75231
28 C 1.15336 4.99311 -0.97190
29 C 2.16913 5.85987 -0.60707
30 C 3.28568 5.32420 0.02012
31 C 3.34704 3.96391 0.25858
32 H 4.19751 3.50985 0.73640
33 H 4.10327 5.96184 0.32256
34 H 2.09204 6.91668 -0.80690
35 H 0.26046 5.34906 -1.46909
36 H 1.29039 1.42563 -0.23317
37 H 0.79357 -0.20795 1.17611
38 C -1.88970 -0.75750 1.95781
39 C -1.86694 0.62164 1.34535
40 C -1.41075 0.85658 0.05513
41 C -1.41667 2.13961 -0.46828
42 C -1.86939 3.20073 0.29478
43 C -2.31669 2.97609 1.58570
44 C -2.31781 1.69494 2.10567
45 H -2.67175 1.51902 3.11145
46 H -2.66977 3.79982 2.18849
47 H -1.87183 4.19875 -0.11444
48 H -1.06230 2.31338 -1.47235
49 H -1.06064 0.03051 -0.54630
50 H -2.88888 -0.95430 2.36713
51 H -1.19332 -0.80877 2.80018
52 H -4.18166 -1.89345 0.98049
53 H -5.53524 -2.71660 -0.88627
54 H -4.43427 -3.56181 -2.93204
55 H -2.00041 -3.50820 -3.12899
56 H 0.12876 -2.71094 -3.24527
57 H 0.15629 -4.22156 -2.28476

As for the LUMO energy: 0.0118 Ha. The net charge is 0. The energy relative to the best compared isomer or geometry (same formula, charge and spin) is 34.1 kcal/mol. The value obtained for the max |F| is 1.12 eV/A. Its structure (SMILES) is COc1ccccc1N(Cc1ccccc1)S(=O)(=O)c1cccc(C(=O)Nc2ccccn2)c1. The highest occupied orbital energy comes out at -8.53 eV.